--- 1 ---
This record from the Open Molecules 2025 dataset describes the molecule C2H2FOP. The level of theory is wB97M-V/def2-TZVPD.

Values from the calculation:
- Frontier orbital gap (spin up / spin down): 7.77 / 7.78 eV
- Net charge: 0
- Structure (SMILES): C=P(F)=C=O

CARTESIAN COORDINATES (ANGSTROEM)
C 2.8242 0.5521 -0.2432
C 0.1620 -0.0544 0.1643
O 3.0300 1.6966 -0.1679
F 2.2071 -1.7725 -0.4681
P 1.6783 -0.6251 0.5936
H -0.3585 0.1441 1.0769
H -0.1883 -0.2238 -0.8754

Need the Mulliken charges? In units of e they are:
1 C 0.379
2 C -0.584
3 O -0.224
4 F -0.306
5 P 0.176
6 H 0.296
7 H 0.264

=====

--- 2 ---
This record from the Open Molecules 2025 dataset describes a cluster of 2 separate species, C2H2FOP in total. The level of theory is wB97M-V/def2-TZVPD.

Values from the calculation:
- Frontier orbital gap (spin up / spin down): 7.09 / 7.09 eV
- Net charge: 0

CARTESIAN COORDINATES (ANGSTROEM)
C -1.1744 -0.6130 -0.2422
C -0.6126 0.4321 0.3238
O -1.7012 -1.5188 -0.7002
F 2.1257 -0.3809 -1.0909
P 2.3737 0.2549 0.3340
H -0.3845 1.2848 -0.1001
H -0.6268 0.5409 1.4757

Need the Mulliken charges? In units of e they are:
1 C 0.973
2 C -1.445
3 O -0.298
4 F -0.186
5 P 0.186
6 H 0.500
7 H 0.270

=====

Order from most stable to least stable according to the calculation: 1, 2

=====

--- 1 ---
This record from the Open Molecules 2025 dataset describes the ion C7H15N3O2 with charge +2. The level of theory is wB97M-V/def2-TZVPD.

Values from the calculation:
- Frontier orbital gap: 9.85 eV
- Net charge: +2
- Structure (SMILES): CC(C)/[NH+]=C1\NC(=O)CO[C@H]1[NH3+]

CARTESIAN COORDINATES (ANGSTROEM)
C 0.4181 0.4065 0.2827
C 0.1182 0.4981 2.7111
C -0.0017 2.0790 2.5867
C 1.1494 1.8328 0.4739
C -2.0044 -1.4991 -0.2453
C -0.2330 -2.3030 -1.7811
C -1.0033 -1.1033 -1.2817
N 0.1138 -0.1856 1.4832
N -0.0484 0.0594 -0.8857
N 2.6925 1.5345 0.7470
O -0.0394 -0.1417 3.6971
O 0.7308 2.6051 1.5167
H -0.9758 2.2417 2.4029
H 0.4217 2.7027 3.4643
H 1.1988 2.2973 -0.5097
H -1.8978 -2.4407 0.2852
H -2.5289 -0.7474 0.4613
H -2.9051 -1.8596 -0.9591
H 0.7994 -1.9784 -2.1649
H -0.8801 -2.7603 -2.5372
H -0.1661 -3.0495 -1.0163
H -1.4730 -0.7185 -2.2382
H -0.3731 -1.1580 1.4809
H 0.3021 0.4650 -1.7045
H 3.3959 2.2881 0.2880
H 3.1209 0.5753 0.4174
H 2.8668 1.7214 1.7386

Need the Mulliken charges? In units of e they are:
1 C 0.470
2 C 0.287
3 C -0.280
4 C -0.182
5 C -1.699
6 C -1.252
7 C 0.471
8 N -0.094
9 N -0.164
10 N -0.427
11 O -0.413
12 O -0.380
13 H 0.376
14 H 0.304
15 H 0.430
16 H 0.498
17 H 0.386
18 H 0.366
19 H 0.319
20 H 0.413
21 H 0.355
22 H 0.318
23 H 0.368
24 H 0.303
25 H 0.429
26 H 0.402
27 H 0.397

=====

--- 2 ---
This record from the Open Molecules 2025 dataset describes the ion C7H15N3O2 with charge +2. The level of theory is wB97M-V/def2-TZVPD.

Values from the calculation:
- Frontier orbital gap (spin up / spin down): 8.75 / 8.51 eV
- Net charge: +2

CARTESIAN COORDINATES (ANGSTROEM)
C -1.6529 0.8465 -0.0889
C 3.4483 -0.0901 0.6284
C -0.5492 -1.0885 0.7722
C 0.5760 0.3177 -0.9412
C 0.2151 -1.0815 -0.5432
C -2.9959 -0.6516 1.1883
C 2.9259 0.6122 -0.6281
N -1.7166 -0.2563 0.5593
N -2.2175 1.9862 -0.3091
N 1.5191 1.0432 -0.2586
O 2.7854 -0.2281 1.6128
O -0.7185 -1.5704 -1.4973
H 4.4344 -0.7368 0.5815
H -0.9635 -2.1338 1.1281
H -0.0760 -0.5888 1.5617
H 0.1272 0.6190 -1.9029
H 1.2096 -1.5978 -0.6221
H -3.1421 -1.7962 1.4095
H -3.2425 -0.1778 2.0582
H -3.9089 -0.3344 0.5223
H 3.6970 1.2914 -0.9223
H 2.6894 0.0088 -1.5217
H -1.6366 2.7538 -0.5805
H -3.1918 2.0579 -0.1495
H 1.5657 2.0624 -0.4411
H 1.4032 0.6559 0.7317
H -0.5843 -1.9229 -2.3475

Need the Mulliken charges? In units of e they are:
1 C 0.563
2 C 0.264
3 C -0.588
4 C -1.555
5 C 0.245
6 C -0.961
7 C -0.730
8 N -0.042
9 N -0.299
10 N 0.122
11 O -0.389
12 O -0.553
13 H 0.389
14 H 0.503
15 H 0.505
16 H 0.528
17 H 0.324
18 H 0.308
19 H 0.452
20 H 0.335
21 H 0.460
22 H 0.355
23 H 0.244
24 H 0.246
25 H 0.438
26 H 0.452
27 H 0.383

=====

Order from most stable to least stable according to the calculation: 1, 2

=====

--- 1 ---
This record from the Open Molecules 2025 dataset describes the molecule C3F2O. The level of theory is wB97M-V/def2-TZVPD.

Values from the calculation:
- Frontier orbital gap: 11.57 eV
- Net charge: 0
- Structure (SMILES): O=C(F)C#CF

CARTESIAN COORDINATES (ANGSTROEM)
C 0.7941 0.2764 -0.0918
C 0.2847 1.3912 0.0226
C -0.1303 -0.9929 0.0290
O 0.1932 -2.0495 0.1565
F -1.2976 -0.7671 -0.0609
F -0.3155 2.5860 0.0033

Need the Mulliken charges? In units of e they are:
1 C -0.442
2 C 0.530
3 C 0.612
4 O -0.352
5 F -0.175
6 F -0.174

=====

--- 2 ---
This record from the Open Molecules 2025 dataset describes the molecule C3F2O. The level of theory is wB97M-V/def2-TZVPD.

Values from the calculation:
- Frontier orbital gap: 9.22 eV
- Net charge: 0

CARTESIAN COORDINATES (ANGSTROEM)
C 0.0050 -0.0167 0.0117
C 1.3478 0.2337 -0.7380
C -0.8750 0.6559 0.8063
O -1.5367 1.3130 1.4352
F -0.5237 -1.2772 -0.2322
F 1.5826 -0.9087 -1.2829

Need the Mulliken charges? In units of e they are:
1 C 0.358
2 C -0.334
3 C 0.493
4 O -0.199
5 F -0.262
6 F -0.055

=====

Order from most stable to least stable according to the calculation: 1, 2

=====

--- 1 ---
This record from the Open Molecules 2025 dataset describes a cluster of 2 separate species, CH3O3S2 in total. The level of theory is wB97M-V/def2-TZVPD.

Values from the calculation:
- Frontier orbital gap (spin up / spin down): 8.83 / 3.87 eV
- Net charge: -1

CARTESIAN COORDINATES (ANGSTROEM)
C 0.6325 -1.3165 -0.4546
O 0.3512 2.4119 0.2351
O -0.7645 0.9171 1.9357
O -2.0775 2.1638 0.1533
S 1.1342 -2.4785 -1.7425
S -0.8092 1.6251 0.6406
H 1.4730 -0.8886 -0.0578
H -0.0844 -1.9611 0.0979
H 0.1447 -0.4733 -0.8076

Need the Mulliken charges? In units of e they are:
1 C -0.707
2 O -0.495
3 O -0.491
4 O -0.530
5 S -0.204
6 S 0.614
7 H 0.351
8 H 0.288
9 H 0.173

=====

--- 2 ---
This record from the Open Molecules 2025 dataset describes the ion CH3O3S2 with charge -1. The level of theory is wB97M-V/def2-TZVPD.

Values from the calculation:
- Frontier orbital gap: 6.99 eV
- Net charge: -1
- Structure (SMILES): CS(=O)(=O)S[O-]

CARTESIAN COORDINATES (ANGSTROEM)
C 0.5826 0.8692 0.4103
O 0.3845 -1.5582 1.1602
O 1.1244 -1.0355 -1.1888
O -2.3166 0.1666 -1.4757
S -2.0622 -1.0063 -0.5076
S 0.1107 -0.8072 -0.1177
H -0.2151 1.5815 0.3383
H 1.4962 1.1215 -0.1932
H 0.8955 0.6683 1.5742

Need the Mulliken charges? In units of e they are:
1 C -0.726
2 O -0.691
3 O -0.680
4 O -0.623
5 S 0.032
6 S 0.953
7 H 0.290
8 H 0.247
9 H 0.198

=====

Order from most stable to least stable according to the calculation: 2, 1

=====

--- 1 ---
This record from the Open Molecules 2025 dataset describes a structure of composition ArH20O10. The level of theory is wB97M-V/def2-TZVPD.

Values from the calculation:
- Frontier orbital gap: 10.71 eV
- Net charge: 0

CARTESIAN COORDINATES (ANGSTROEM)
Ar -0.2158 -0.3229 0.5549
O -3.3493 0.2756 1.2191
H -3.0411 0.0082 2.0850
H -3.7505 -0.5126 0.8531
O -1.5710 3.6543 2.0925
H -1.6801 3.1241 1.3030
H -1.0932 3.0875 2.6980
O 2.9131 1.0066 0.1378
H 3.3240 1.8571 -0.0175
H 2.6278 1.0411 1.0508
O -1.9650 -3.7080 0.6075
H -1.0952 -3.9651 0.3017
H -1.8813 -3.6644 1.5600
O -0.8910 -3.5864 -2.2385
H -0.4973 -3.7658 -3.0923
H -0.9984 -2.6355 -2.2188
O 2.5506 0.5711 2.8816
H 2.0696 0.0733 3.5427
H 3.4713 0.4540 3.1160
O -0.7135 -0.2462 -3.5367
H 0.0818 -0.0806 -3.0304
H -1.2572 0.5277 -3.3897
O -2.4490 2.5073 -0.1775
H -2.8173 1.6818 0.1375
H -3.1824 3.1219 -0.1537
O 3.6212 -1.6344 0.2950
H 3.5074 -0.6878 0.3799
H 3.2027 -1.8527 -0.5377
O 1.3701 1.3394 -2.3279
H 1.5357 1.3458 -1.3851
H 2.1732 0.9857 -2.7102

Need the Mulliken charges? In units of e they are:
1 Ar -0.002
2 O -0.630
3 H 0.274
4 H 0.312
5 O -0.638
6 H 0.373
7 H 0.284
8 O -0.710
9 H 0.315
10 H 0.368
11 O -0.601
12 H 0.302
13 H 0.292
14 O -0.618
15 H 0.296
16 H 0.330
17 O -0.626
18 H 0.288
19 H 0.304
20 O -0.628
21 H 0.365
22 H 0.297
23 O -0.704
24 H 0.395
25 H 0.327
26 O -0.652
27 H 0.414
28 H 0.279
29 O -0.657
30 H 0.357
31 H 0.294

=====

--- 2 ---
This record from the Open Molecules 2025 dataset describes a structure of composition ArH20O10. The level of theory is wB97M-V/def2-TZVPD.

Values from the calculation:
- Frontier orbital gap: 9.91 eV
- Net charge: 0

CARTESIAN COORDINATES (ANGSTROEM)
Ar -13.7313 13.4259 -20.4063
O -14.5778 10.0657 -21.4682
H -14.4316 9.4525 -20.7479
H -15.1751 10.7212 -21.1079
O -14.8862 16.1109 -22.4048
H -15.7769 15.9931 -22.7349
H -14.3293 15.6965 -23.0640
O -10.3516 14.9798 -21.9587
H -10.6732 15.8628 -22.1406
H -10.7783 14.4290 -22.6150
O -15.2638 11.9209 -23.7731
H -14.8694 11.2791 -23.1825
H -14.5268 12.2712 -24.2735
O -11.0334 13.1563 -17.6975
H -11.5036 12.4778 -18.1821
H -11.2407 12.9827 -16.7793
O -17.0058 11.2348 -20.1920
H -16.6458 10.6998 -19.4846
H -17.9531 11.1145 -20.1255
O -17.6928 13.5785 -18.1329
H -17.8111 14.3926 -18.6223
H -17.2956 12.9760 -18.7618
O -11.6185 10.6045 -21.6480
H -11.4763 11.1540 -22.4188
H -12.5642 10.4582 -21.6287
O -12.2518 11.0200 -19.0299
H -11.9540 10.8228 -19.9179
H -13.2070 10.9905 -19.0850
O -14.6396 16.3172 -19.0447
H -14.2271 17.1808 -19.0608
H -14.6113 16.0207 -19.9544

Need the Mulliken charges? In units of e they are:
1 Ar 0.043
2 O -0.681
3 H 0.297
4 H 0.302
5 O -0.588
6 H 0.312
7 H 0.289
8 O -0.600
9 H 0.312
10 H 0.283
11 O -0.606
12 H 0.354
13 H 0.293
14 O -0.626
15 H 0.397
16 H 0.306
17 O -0.688
18 H 0.335
19 H 0.314
20 O -0.623
21 H 0.312
22 H 0.344
23 O -0.667
24 H 0.293
25 H 0.364
26 O -0.669
27 H 0.402
28 H 0.217
29 O -0.608
30 H 0.294
31 H 0.292

=====

Order from most stable to least stable according to the calculation: 1, 2

=====

--- 1 ---
This record from the Open Molecules 2025 dataset describes a cluster of 12 separate species, C7H34O11 in total. The level of theory is wB97M-V/def2-TZVPD.

Values from the calculation:
- Frontier orbital gap: 9.45 eV
- Net charge: 0
- Structure (SMILES): C=C(C)C/C=C/C.O.O.O.O.O.O.O.O.O.O.O

CARTESIAN COORDINATES (ANGSTROEM)
C -0.3095 -0.0984 -2.0238
C -0.9081 0.1205 -0.6646
C -1.9216 0.9480 -0.4232
C -0.2896 -0.6287 0.4695
C 1.0652 -0.1359 0.9339
C 1.6330 -0.5447 2.0838
C 2.8161 0.1410 2.6990
H 0.1729 0.8104 -2.3733
H 0.5443 -0.7602 -1.8874
H -0.9681 -0.4703 -2.7990
H -2.3994 1.4679 -1.2492
H -2.1096 1.4112 0.5376
H -0.2750 -1.6815 0.1395
H -0.8864 -0.6523 1.3766
H 1.6790 0.6356 0.4177
H 1.4177 -1.4485 2.6206
H 2.6963 -0.0429 3.7781
H 3.0079 1.1934 2.5787
H 3.7632 -0.4140 2.6209
H -3.1579 -0.8384 0.4190
H -3.1816 -2.0776 -0.5432
O -3.5757 -1.7007 0.2646
H -0.9258 4.9764 -0.5768
H -2.0890 4.3574 -1.4160
O -1.2417 4.7789 -1.4586
H 1.6608 2.5265 0.7242
H 0.7244 2.3180 1.9821
O 1.2441 2.9750 1.4904
H 1.3827 -3.7800 2.7304
H 0.6393 -2.8108 2.0063
O 1.2127 -3.5757 1.7986
H 0.1360 2.8690 -3.2893
H 0.0268 3.9714 -2.1962
O 0.6269 3.2693 -2.5791
H -0.3267 3.9116 0.9226
H -1.2925 4.5238 1.9084
O -1.2672 4.1424 1.0114
H 2.0207 -2.2879 -0.6188
H 1.9373 -3.6693 -0.0024
O 1.5914 -3.1114 -0.7081
H 1.4447 2.3759 -1.4028
H 2.8230 2.7787 -0.8051
O 2.1880 2.0604 -0.8215
H -1.3947 -3.4279 1.8122
H -2.1496 -2.2046 2.3050
O -1.5589 -2.9042 2.5999
H -3.1287 -3.2765 -2.2081
H -1.5996 -3.0544 -2.0972
O -2.4239 -3.1055 -1.5750
H 0.1020 -3.7194 -3.4726
H 0.6716 -3.2054 -2.1332
O 0.1527 -2.9359 -2.9066

Need the Mulliken charges? In units of e they are:
1 C -1.304
2 C 0.623
3 C -1.431
4 C 0.594
5 C -0.236
6 C -0.801
7 C -1.600
8 H -0.046
9 H 0.097
10 H 0.505
11 H 0.196
12 H 0.348
13 H 0.518
14 H 0.380
15 H 0.933
16 H 0.139
17 H 0.402
18 H 0.367
19 H 0.346
20 H 0.361
21 H 0.479
22 O -0.726
23 H 0.391
24 H 0.288
25 O -0.747
26 H 0.573
27 H 0.364
28 O -0.832
29 H 0.319
30 H 0.168
31 O -0.560
32 H 0.231
33 H 0.485
34 O -0.738
35 H 0.461
36 H 0.278
37 O -0.669
38 H 0.228
39 H 0.332
40 O -0.705
41 H 0.408
42 H 0.268
43 O -0.730
44 H 0.348
45 H 0.337
46 O -0.685
47 H 0.320
48 H 0.329
49 O -0.666
50 H 0.283
51 H 0.430
52 O -0.651

=====

--- 2 ---
This record from the Open Molecules 2025 dataset describes a cluster of 11 separate species, C7H34O11 in total. The level of theory is wB97M-V/def2-TZVPD.

Values from the calculation:
- Frontier orbital gap: 9.74 eV
- Net charge: 0
- Structure (SMILES): C=CCCCCCO.O.O.O.O.O.O.O.O.O.O

CARTESIAN COORDINATES (ANGSTROEM)
C -1.6030 2.4312 -0.8258
O -2.5965 1.7813 -0.0366
C -0.4524 1.5079 -1.2450
C 0.3686 1.0235 -0.0299
C 1.1947 2.1625 0.6111
C 2.7223 2.0715 0.4071
C 3.2753 0.7591 0.8999
C 3.7715 0.6005 2.1103
H -2.1165 2.6287 -1.7758
H -1.4172 3.4395 -0.4459
H -2.2841 1.5015 0.8359
H 0.2369 2.0355 -1.8990
H -1.0415 0.6778 -1.6429
H -0.3514 0.7618 0.7403
H 1.0352 0.2172 -0.3352
H 0.8913 2.1439 1.6594
H 0.8639 3.1644 0.3160
H 2.8261 2.3146 -0.6469
H 3.1545 2.8413 1.0510
H 3.1363 -0.0256 0.1780
H 4.2217 -0.3237 2.4559
H 3.8703 1.4053 2.8309
H -1.2103 -4.7082 -0.4059
H -1.7748 -4.1081 0.8465
O -1.0362 -4.6487 0.5460
H 0.0734 -1.6847 0.0000
H -0.3500 -3.0089 0.6873
O -0.3676 -2.0299 0.7811
H -0.0367 -1.5991 4.7166
H 0.3363 -0.8726 3.4142
O -0.2412 -0.8270 4.1846
H -1.6708 -2.0938 -4.2726
H -1.8733 -0.9970 -3.1861
O -1.2412 -1.3643 -3.8146
H -1.8898 2.4231 3.5399
H -0.6855 1.6401 3.9562
O -1.1893 1.8791 3.1662
H 3.3925 -0.1256 -1.6946
H 3.4547 0.4344 -3.0953
O 3.8058 0.5732 -2.2074
H -1.6464 -1.0734 1.5667
H -1.8395 -0.1250 2.7720
O -2.2267 -0.3904 1.9335
H -4.1200 -0.7361 -0.4197
H -2.8821 0.2037 -0.7379
O -3.3879 -0.5939 -1.0189
H -1.2656 -2.6050 -2.1709
H -2.0283 -2.5897 -0.8875
O -1.7721 -3.1840 -1.5882
H 0.6767 -0.6498 -4.2672
H 1.8250 -1.5687 -3.8511
O 1.4648 -0.6895 -3.7061

Need the Mulliken charges? In units of e they are:
1 C -0.484
2 O -0.662
3 C -0.033
4 C 1.685
5 C -1.015
6 C -0.605
7 C 0.189
8 C -1.057
9 H 0.360
10 H 0.358
11 H 0.334
12 H 0.425
13 H -0.591
14 H -0.602
15 H -0.191
16 H 0.209
17 H 0.461
18 H 0.272
19 H 0.472
20 H -0.063
21 H 0.293
22 H 0.271
23 H 0.371
24 H 0.321
25 O -0.740
26 H 0.159
27 H 0.405
28 O -0.616
29 H 0.286
30 H 0.306
31 O -0.621
32 H 0.266
33 H 0.307
34 O -0.632
35 H 0.261
36 H 0.281
37 O -0.542
38 H 0.297
39 H 0.324
40 O -0.591
41 H 0.383
42 H 0.277
43 O -0.590
44 H 0.263
45 H 0.429
46 O -0.668
47 H 0.379
48 H 0.329
49 O -0.642
50 H 0.270
51 H 0.285
52 O -0.584

=====

Order from most stable to least stable according to the calculation: 2, 1